21
Properties=species:S:1:pos:R:3:nbo_charge:R:1 method="wB97M-V/def2-TZVPD" e_tot_ev=-14560.0487 relative_energy_kcal_mol=32.6 smiles=O.O.O.O.O.O.O orbital_gap_ev=10.713
H -0.17983 -1.60772 2.55606 0.486
H 4.36000 1.38878 -1.58830 0.482
O -0.20251 -0.38881 -0.57294 -0.981
H -0.53245 2.60115 -2.15132 0.460
O -0.58643 2.61860 -1.19182 -0.949
O -0.60224 -0.77970 2.30106 -0.963
H 2.62923 1.02329 0.08495 0.498
H -1.51326 -1.76049 -1.36217 0.489
O 3.42158 1.60282 -1.63820 -0.947
H 0.73382 -0.20934 -0.70145 0.471
H 3.08526 1.09279 -2.38337 0.478
H -4.02309 -1.16138 2.33311 0.462
H -0.07766 -0.08581 2.71956 0.500
H -2.84034 -1.97793 -2.08223 0.465
O -2.13836 -2.44908 -1.62471 -0.962
O -3.47931 -0.38964 2.15321 -0.955
H -0.26690 -0.60997 0.36947 0.505
O 2.45520 0.48537 0.87796 -0.966
H 2.65570 -0.41867 0.61563 0.459
H -0.33540 1.72866 -0.91025 0.481
H -2.56302 -0.70290 2.19573 0.484